Record 1
{"formula": "C30H25BN3O3S2V", "method": "ωB97M-V with the def2-TZVPD basis set", "multiplicity": 2, "lumo_energy_ha": [-0.409, -0.393], "total_energy_ev": -90139.6051, "total_charge": 3, "e_homo_ha": [-0.562, -0.563], "symbols": ["V", "S", "C", "C", "C", "C", "C", "C", "N", "C", "C", "C", "C", "C", "C", "C", "C", "N", "C", "C", "C", "C", "C", "S", "C", "H", "H", "H", "H", "H", "H", "H", "H", "H", "H", "H", "H", "C", "N", "C", "C", "C", "O", "H", "H", "H", "H", "H", "H", "H", "H", "H", "O", "B", "O", "C", "C", "C", "C", "C", "C", "H", "H", "H", "H"], "coordinates": [[-0.02, 0.68, 0.52], [6.97, -0.08, 0.44], [7.78, 0.84, -0.72], [6.92, 1.49, -1.57], [5.57, 1.22, -1.26], [5.43, 0.38, -0.18], [4.20, -0.12, 0.41], [2.96, 0.39, 0.00], [1.80, -0.04, 0.51], [1.79, -1.03, 1.47], [2.97, -1.57, 1.95], [2.89, -2.62, 2.93], [1.70, -3.09, 3.36], [0.46, -2.55, 2.85], [-0.81, -3.04, 3.20], [-1.97, -2.52, 2.63], [-1.82, -1.45, 1.73], [-0.62, -0.97, 1.40], [0.52, -1.51, 1.93], [-3.30, -3.02, 2.95], [-4.48, -2.77, 2.29], [-5.58, -3.44, 2.86], [-5.22, -4.18, 3.94], [-3.56, -4.09, 4.27], [4.17, -1.10, 1.41], [8.86, 0.87, -0.73], [7.25, 2.12, -2.38], [4.75, 1.63, -1.82], [2.89, 1.16, -0.76], [3.81, -3.05, 3.31], [1.65, -3.89, 4.08], [-0.87, -3.86, 3.90], [-2.68, -0.98, 1.27], [-4.56, -2.15, 1.41], [-6.59, -3.38, 2.49], [-5.86, -4.79, 4.57], [5.10, -1.53, 1.76], [-2.65, 5.34, -0.25], [-1.86, 4.22, 0.32], [-1.34, 4.38, 1.69], [-1.64, 3.15, -0.35], [-2.14, 2.87, -1.72], [-0.88, 2.21, 0.22], [-2.45, 6.23, 0.34], [-3.71, 5.11, -0.20], [-2.35, 5.53, -1.27], [-1.76, 5.28, 2.12], [-0.25, 4.47, 1.67], [-1.63, 3.53, 2.30], [-2.95, 3.53, -2.01], [-2.49, 1.84, -1.78], [-1.31, 2.98, -2.43], [-1.51, -0.69, -1.81], [-0.40, 0.00, -1.47], [0.41, 0.38, -2.49], [-0.26, -0.13, -3.63], [0.12, -0.06, -4.94], [-0.73, -0.68, -5.85], [-1.90, -1.33, -5.44], [-2.26, -1.40, -4.10], [-1.41, -0.78, -3.22], [1.03, 0.44, -5.26], [-0.49, -0.65, -6.90], [-2.53, -1.80, -6.18], [-3.16, -1.91, -3.77]], "nbo_charge": [1.42, 0.52, -0.34, -0.24, -0.17, -0.31, -0.04, 0.13, -0.54, 0.19, -0.07, -0.14, -0.17, 0.03, -0.07, -0.04, 0.13, -0.52, 0.09, -0.31, -0.18, -0.25, -0.34, 0.52, -0.05, 0.28, 0.26, 0.22, 0.23, 0.26, 0.26, 0.26, 0.23, 0.22, 0.26, 0.28, 0.26, -0.43, -0.26, -0.42, 0.72, -0.72, -0.68, 0.26, 0.25, 0.24, 0.26, 0.24, 0.23, 0.28, 0.27, 0.29, -0.67, 0.89, -0.66, 0.18, -0.22, -0.17, -0.17, -0.25, 0.25, 0.25, 0.25, 0.25, 0.25]}



Record 2
{"formula": "C30H25BrIrN3O5S3", "method": "ωB97M-V with the def2-TZVPD basis set", "multiplicity": 2, "lumo_energy_ha": [-0.128, -0.205], "total_energy_ev": -151604.8437, "total_charge": 1, "e_homo_ha": [-0.399, -0.400], "symbols": ["Ir", "O", "C", "C", "C", "C", "C", "C", "C", "O", "N", "N", "C", "C", "Br", "C", "C", "C", "C", "C", "C", "C", "H", "H", "H", "H", "H", "H", "H", "H", "H", "H", "H", "H", "H", "H", "S", "C", "N", "C", "C", "C", "C", "C", "C", "S", "H", "H", "H", "H", "C", "C", "C", "C", "C", "C", "C", "S", "O", "O", "O", "H", "H", "H", "H", "H", "H", "H"], "coordinates": [[0.87, -1.46, 0.17], [4.56, -2.55, 1.18], [4.32, -1.57, 2.10], [4.73, -1.82, 3.40], [4.51, -0.89, 4.39], [3.88, 0.32, 4.10], [3.48, 0.57, 2.80], [3.69, -0.36, 1.78], [3.27, -0.07, 0.36], [2.72, -1.25, -0.25], [2.31, 1.01, 0.28], [1.05, 0.50, 0.75], [0.33, 1.39, 1.32], [-0.97, 1.23, 1.95], [-1.24, -0.26, 3.07], [-1.90, 2.20, 1.88], [-1.82, 3.40, 1.05], [-1.19, 3.41, -0.20], [-1.15, 4.57, -0.95], [-1.73, 5.73, -0.47], [-2.38, 5.73, 0.76], [-2.44, 4.57, 1.51], [4.05, -2.36, 0.38], [5.22, -2.77, 3.61], [4.84, -1.09, 5.40], [3.72, 1.06, 4.87], [3.03, 1.52, 2.56], [4.13, 0.23, -0.26], [2.18, 1.24, -0.70], [0.76, 2.39, 1.35], [-2.79, 2.08, 2.50], [-0.81, 2.49, -0.61], [-0.67, 4.56, -1.92], [-1.70, 6.64, -1.06], [-2.85, 6.63, 1.13], [-2.95, 4.56, 2.46], [1.15, -2.58, 2.09], [1.21, -3.93, 0.98], [1.00, -3.48, -0.23], [1.05, -4.48, -1.19], [0.87, -4.33, -2.56], [0.96, -5.47, -3.34], [1.22, -6.72, -2.77], [1.40, -6.87, -1.41], [1.31, -5.73, -0.62], [1.49, -5.61, 1.11], [0.66, -3.36, -2.99], [0.83, -5.39, -4.41], [1.29, -7.59, -3.41], [1.59, -7.84, -0.98], [-5.01, 3.51, -2.01], [-4.08, 2.35, -1.87], [-3.13, 2.07, -2.85], [-2.26, 1.00, -2.72], [-2.34, 0.21, -1.58], [-3.30, 0.44, -0.60], [-4.16, 1.51, -0.76], [-1.30, -1.19, -1.46], [-1.73, -2.20, -2.36], [0.12, -0.72, -1.70], [-1.25, -1.59, 0.00], [-4.72, 4.16, -2.84], [-5.03, 4.11, -1.10], [-6.03, 3.17, -2.19], [-3.07, 2.70, -3.73], [-1.53, 0.78, -3.49], [-3.36, -0.20, 0.27], [-4.91, 1.71, 0.00]], "nbo_charge": [1.25, -0.69, 0.40, -0.29, -0.17, -0.24, -0.18, -0.21, 0.21, -0.66, -0.47, -0.29, 0.16, -0.19, 0.12, -0.13, -0.03, -0.23, -0.20, -0.18, -0.20, -0.19, 0.50, 0.23, 0.23, 0.22, 0.22, 0.22, 0.38, 0.24, 0.24, 0.21, 0.22, 0.23, 0.23, 0.22, 0.30, -0.13, -0.49, 0.19, -0.22, -0.18, -0.19, -0.19, -0.24, 0.54, 0.25, 0.23, 0.23, 0.24, -0.64, 0.04, -0.21, -0.16, -0.41, -0.12, -0.23, 2.38, -0.88, -0.96, -0.94, 0.22, 0.23, 0.24, 0.23, 0.24, 0.24, 0.22]}



Record 3
{"formula": "C30H25ClF3N3NiO2P", "method": "ωB97M-V with the def2-TZVPD basis set", "multiplicity": 1, "lumo_energy_ha": [0.089, 0.089], "total_energy_ev": -111091.1605, "total_charge": -1, "e_homo_ha": [-0.161, -0.178], "symbols": ["Ni", "Cl", "C", "C", "C", "C", "N", "C", "H", "H", "H", "H", "C", "P", "C", "C", "C", "C", "C", "C", "C", "H", "H", "H", "H", "H", "H", "H", "H", "H", "H", "H", "C", "C", "C", "C", "C", "C", "C", "C", "N", "H", "H", "H", "H", "H", "H", "O", "C", "N", "C", "O", "C", "C", "C", "C", "C", "C", "H", "H", "H", "H", "F", "C", "F", "F"], "coordinates": [[-0.11, 0.47, -0.11], [0.19, -5.56, -0.64], [-0.76, -4.19, -0.14], [-2.11, -4.33, 0.11], [-2.83, -3.21, 0.50], [-2.15, -2.01, 0.63], [-0.85, -1.89, 0.39], [-0.15, -2.95, 0.00], [-2.59, -5.30, -0.01], [-3.89, -3.26, 0.70], [-2.66, -1.10, 0.91], [0.90, -2.79, -0.21], [-0.77, 0.23, 3.33], [0.46, 0.75, 2.08], [0.77, 2.47, 2.58], [1.95, -0.14, 2.63], [3.16, 0.51, 2.85], [4.30, -0.22, 3.17], [4.24, -1.60, 3.27], [3.04, -2.25, 3.04], [1.90, -1.53, 2.71], [-0.92, -0.85, 3.26], [-1.72, 0.72, 3.11], [-0.45, 0.48, 4.34], [1.07, 2.53, 3.63], [-0.15, 3.04, 2.45], [1.54, 2.91, 1.95], [3.23, 1.59, 2.76], [5.24, 0.30, 3.32], [5.13, -2.16, 3.50], [2.99, -3.33, 3.10], [0.98, -2.05, 2.49], [-1.69, 1.65, 0.16], [-1.65, 2.76, -0.82], [-2.66, 2.93, -1.77], [-2.62, 3.96, -2.70], [-1.55, 4.85, -2.69], [-0.52, 4.69, -1.76], [-0.57, 3.66, -0.85], [-1.52, 5.93, -3.63], [-1.50, 6.81, -4.38], [-2.61, 1.07, 0.04], [-1.72, 2.08, 1.17], [-3.48, 2.23, -1.79], [-3.41, 4.07, -3.42], [0.33, 5.36, -1.77], [0.27, 3.52, -0.18], [3.09, 3.50, 0.01], [3.17, 2.30, -0.20], [2.14, 1.40, -0.27], [2.64, 0.16, -0.42], [1.94, -0.86, -0.44], [4.14, 0.20, -0.49], [5.10, -0.78, -0.60], [6.43, -0.37, -0.58], [6.77, 0.97, -0.45], [5.78, 1.96, -0.33], [4.47, 1.54, -0.35], [4.82, -1.82, -0.69], [7.22, -1.11, -0.66], [7.81, 1.26, -0.43], [6.03, 3.00, -0.22], [-0.09, -1.06, -2.42], [-0.64, 0.11, -1.94], [-1.99, -0.08, -2.17], [-0.28, 1.04, -2.88]], "nbo_charge": [0.79, -0.01, -0.07, -0.20, -0.27, 0.10, -0.46, 0.03, 0.22, 0.22, 0.20, 0.25, -0.96, 0.95, -0.97, -0.25, -0.23, -0.21, -0.22, -0.20, -0.22, 0.24, 0.24, 0.22, 0.22, 0.25, 0.27, 0.22, 0.21, 0.21, 0.21, 0.22, -0.81, 0.14, -0.25, -0.16, -0.24, -0.14, -0.26, 0.31, -0.38, 0.19, 0.17, 0.21, 0.21, 0.22, 0.23, -0.62, 0.65, -0.71, 0.64, -0.67, -0.05, -0.21, -0.22, -0.22, -0.18, -0.13, 0.22, 0.20, 0.20, 0.22, -0.39, 0.64, -0.41, -0.38]}